{"formula": "C5H15N2", "method": "the ωB97M-V functional and the def2-TZVPD basis", "species": ["C", "N", "C", "C", "C", "C", "N", "H", "H", "H", "H", "H", "H", "H", "H", "H", "H", "H", "H", "H", "H", "H"], "coordinates": [[0.748, -2.341, -0.427], [-0.518, -1.562, -0.657], [-0.386, -0.345, -1.512], [0.330, 0.771, -0.759], [-0.312, 1.206, 0.566], [0.507, 2.405, 1.117], [-0.374, 0.027, 1.450], [1.598, -1.723, -0.706], [0.722, -3.264, -0.983], [0.871, -2.465, 0.649], [-0.730, -1.144, 0.298], [-1.301, -2.175, -0.869], [0.058, -0.589, -2.474], [-1.394, 0.012, -1.729], [0.236, 1.662, -1.386], [1.398, 0.572, -0.721], [-1.298, 1.642, 0.405], [0.437, 2.390, 2.200], [1.553, 2.323, 0.929], [0.128, 3.326, 0.689], [0.585, -0.143, 1.770], [-0.817, 0.211, 2.347]], "lowdin_charge": [0.014, -0.026, -0.129, -0.156, -0.399, -0.040, 0.034, 0.095, 0.101, 0.098, 0.098, 0.176, 0.136, 0.136, 0.136, 0.117, 0.146, 0.082, 0.070, 0.089, 0.110, 0.112], "charge": 1, "smiles": "C[NH2+]CC[C@H](C)N", "gap_ev": 11.51, "mol_weight_g_mol": 103.2, "total_energy_ev": -8402.321, "lumo_energy_ha": -0.101, "spin_multiplicity": 1, "de_lowest_kj_mol": 34.3}